# 1
Here is a 2-piece molecular cluster, C12H19NO2 overall from OMol25. Energies are from wB97M-V/def2-TZVPD.

```
34
C12H19NO2 wB97M-V/def2-TZVPD
H 4.0998 0.1335 -0.7279
H -1.0254 3.7353 1.8165
H 1.5361 -3.3024 -2.8465
C 1.6067 0.7574 -2.6995
H 4.7965 0.1124 -2.2641
H -1.6937 -0.0037 4.5249
H -0.7669 2.9869 0.1704
H -0.3141 1.5194 -1.9814
O -2.7282 -1.9886 3.0414
H 1.7838 -2.0407 -4.0612
H -2.3156 3.6589 0.7044
H -3.5465 -1.9256 3.5454
H 3.8320 1.4940 -1.8162
O 3.1033 -2.1113 -1.2524
H 0.4881 0.2417 -0.9411
C 3.8761 0.4128 -1.7480
C -1.4237 3.1157 1.0236
C 2.4890 -1.5035 -2.1094
C -2.4498 -0.5241 1.2449
N 2.7042 -0.1782 -2.3390
H -2.3193 1.0235 -0.2595
H -2.8941 -1.3273 0.6794
C -2.3469 -0.7031 2.6181
C -1.8089 1.7889 1.6392
H 1.4839 0.5953 -3.7707
C -1.7189 1.5444 2.9934
H -1.4517 2.2987 3.7246
H 2.0071 1.7659 -2.6628
C -2.2028 0.7630 0.7847
C -1.9584 0.2714 3.5168
C 0.2992 0.6274 -1.9229
C 1.5274 -2.2326 -3.0239
H -0.2329 -0.2035 -2.3817
H 0.5515 -1.9023 -2.6724
```

- HOMO level (eV) = -8.8
- SMILES = CCN(C)C(C)=O.Cc1ccc(O)cc1
- LUMO (Eh) = 0.027
- spin multiplicity = 1

=====

# 2
Here is an isolated ion of composition C3H10N and charge +2 from OMol25. Energies are from wB97M-V/def2-TZVPD.

```
14
C3H10N wB97M-V/def2-TZVPD
H -0.3522 -2.2359 -0.3513
H 0.8794 2.0280 0.5604
H 1.0998 -0.8052 1.0656
C 0.1775 -0.4425 0.6386
H -0.6011 -2.3747 1.2489
H -0.3406 0.1020 1.4089
H 0.6981 2.1742 -1.3995
C 0.3036 0.2535 -0.7212
H -0.5406 2.4830 -0.1533
C 0.3340 1.8148 -0.3921
H 1.2303 -0.0352 -1.2351
H -1.6768 -1.5040 0.3091
H -0.5246 0.2576 -1.4455
N -0.6868 -1.7157 0.4665
```

- total charge = +2
- HOMO level (alpha / beta) (eV) = -23.2 / -23.5
- ⟨S²⟩ = 0.7522
- LUMO (alpha / beta) (Eh) = -0.289 / -0.567
- spin multiplicity = 2

=====

# 3
Here is C23H18Co2O8 as an isolated structure from OMol25. Energies are from wB97M-V/def2-TZVPD.

```
51
C23H18Co2O8 wB97M-V/def2-TZVPD
H 0.8929 -2.2352 -0.3545
H -0.7246 -5.4759 -1.4933
C 3.7427 -1.4062 -1.4138
C 0.5621 -1.1930 -1.7525
H 0.0154 0.1125 2.9036
O -3.8901 -1.1051 -1.8382
C -2.7122 0.7381 1.1024
C 1.1971 -5.6416 -2.4347
C -0.3259 0.4428 0.2675
H 0.3563 -7.5153 -3.2180
H 0.4250 -7.4261 -1.4717
C 1.0964 2.4187 0.6472
C -0.1285 -3.4343 -1.9605
H -0.1620 -1.3289 -2.5985
O -3.2464 1.5320 1.7711
H 1.5518 -5.6048 -0.3240
C 1.8962 2.9864 2.8561
C 1.0570 -2.7027 -1.4576
O -1.9765 -3.0703 1.3028
C 2.0354 -5.1954 -1.2447
H 2.4916 3.6276 3.5558
C 2.5456 -1.6001 1.3927
C 0.5336 0.9915 2.5395
H 3.0059 -5.7491 -1.3299
C -1.9227 -2.0031 0.8592
O 3.3315 -3.3043 -0.5663
H 1.2816 -5.5887 -4.6169
C 0.9675 -7.1554 -2.3853
O -1.1737 -2.8406 -2.1563
Co 3.5789 -0.7238 0.2783
O 1.9063 -2.2307 2.1428
C -3.0556 -0.8182 -1.0952
H 2.8538 -5.8074 -3.8337
C 1.2491 1.8429 3.4203
H 2.0759 -4.1968 -3.8115
Co -1.8507 -0.4747 0.0550
H -0.7062 -5.0967 -3.1970
O 3.9739 -1.6608 -2.5170
O 5.2149 1.3339 1.5817
H 2.3223 4.1940 1.0899
H 1.9063 -7.7276 -2.4172
C 0.4028 1.3081 1.1756
C 2.2020 -3.6513 -1.1274
C 1.8880 -5.2769 -3.7544
H 1.2978 1.6015 4.4899
C -0.2227 -0.3619 -0.7812
H 1.5556 -0.7838 -2.0284
H 1.0040 2.6355 -0.4074
C 4.5873 0.4909 1.0378
C -0.1431 -4.9376 -2.2687
C 1.8126 3.2809 1.4887
```

- total charge = -2
- HOMO level (eV) = -0.4
- LUMO (Eh) = 0.155
- spin multiplicity = 1

=====

# 4
Here is C4F30N2O8P3S4V as an isolated structure from OMol25. Energies are from wB97M-V/def2-TZVPD.

```
52
C4F30N2O8P3S4V wB97M-V/def2-TZVPD
S -4.8570 0.1486 1.3581
C -7.3422 -0.2739 -2.0012
F 0.9196 -5.6543 1.1743
S 5.9032 0.0791 -0.2242
O -5.2579 1.4667 1.7560
F 2.5976 1.6639 5.3003
P -0.5187 -4.8668 0.8597
O 5.6260 1.9951 -2.4939
F 1.1747 2.8737 2.6365
O -5.6761 1.6087 -1.0242
F -1.8554 -4.0416 0.4454
O 3.5897 1.8934 -1.0189
C 5.2088 4.1669 -0.8878
F -5.0821 -2.2015 2.4744
N 5.8508 1.7821 0.1246
F -0.1895 -5.1143 -0.7377
F -2.2521 0.1283 -4.6207
F -7.7296 -1.5270 -1.6447
O -7.5970 1.0140 0.3482
F -8.3874 0.4618 -2.4400
F -0.7676 -4.6380 2.4334
F -6.4472 -0.4112 -3.0266
F -6.5609 -0.7441 3.2426
F 7.0947 -0.3326 -2.7486
F 6.5137 4.5191 -1.0924
S 5.0488 2.2613 -1.1703
N -5.6596 -0.7057 0.0879
F -1.2353 -1.9215 -4.7387
F -4.5280 -0.5876 3.8108
F 4.8661 4.3920 0.3428
F 8.3190 -0.9126 -1.0347
F 2.1354 1.0462 3.1370
V 0.5979 0.0160 0.1503
F 7.9953 1.1617 -1.5047
C 7.4212 -0.0054 -1.4393
F -1.5006 -6.1739 0.6455
F -0.0666 -1.4538 -2.7161
O 6.4478 -0.6525 0.9658
O 4.6532 -0.5292 -0.7520
F 1.3208 3.6407 4.9069
F 0.0550 0.0351 -4.5284
C -5.3400 -0.9179 2.8357
F 4.4460 4.8022 -1.8170
P -1.1685 -0.6874 -3.7058
F -1.1544 0.4793 -2.5479
O -3.4058 -0.0361 1.1442
S -6.5407 0.5139 -0.4683
F 0.2676 -3.4680 0.9116
P 1.8047 2.3788 4.0304
F 3.1957 3.0391 3.6313
F -2.3744 -1.3531 -2.8426
F 0.4415 1.6424 4.4727
```

- total charge = -3
- HOMO level (alpha / beta) (eV) = -3.3 / -3.3
- ⟨S²⟩ = 3.7513
- LUMO (alpha / beta) (Eh) = -0.013 / 0.040
- spin multiplicity = 4

=====

Number 1: strongest force on any atom 0.034 hartree/bohr, DFT total energy -18336.583 eV. Number 2: strongest force on any atom 0.044 hartree/bohr, DFT total energy -4740.483 eV. Number 3: strongest force on any atom 0.123 hartree/bohr, DFT total energy -115770.328 eV. Number 4: strongest force on any atom 0.094 hartree/bohr, DFT total energy -201939.013 eV.